[1]
Here is C21H47NO2PbSSi2 as an isolated structure from OMol25. Energies are from ωB97M-V with the def2-TZVPD basis set.

Geometry (Å):
O -0.67 -1.16 -3.30
O 0.91 0.79 -4.90
C 0.08 -2.32 -3.79
C -0.59 -3.58 -3.31
H 1.11 -2.22 -3.42
H 0.14 -2.29 -4.90
H -0.74 -3.54 -2.22
H 0.07 -4.43 -3.53
H -1.56 -3.72 -3.81
C -1.85 -0.84 -4.06
C -1.79 -1.09 -5.54
H -2.02 0.24 -3.87
H -2.66 -1.43 -3.61
H -1.02 -0.50 -6.06
H -2.77 -0.81 -5.96
H -1.69 -2.15 -5.81
C 0.32 2.20 -4.77
C 2.26 0.52 -5.66
C -0.63 2.46 -5.90
H 1.18 2.87 -4.73
H -0.18 2.13 -3.81
H -0.15 2.39 -6.88
H -1.08 3.46 -5.83
H -1.45 1.72 -5.86
C 2.09 0.82 -7.11
H 2.45 -0.52 -5.43
H 2.95 1.17 -5.12
H 1.29 0.20 -7.52
H 3.00 0.56 -7.65
H 1.86 1.87 -7.28
H 1.19 0.61 -3.96
Pb -0.16 0.28 -0.87
C 2.17 -0.27 -2.29
Si 3.69 0.34 -1.47
H 1.94 -1.34 -2.20
H 2.23 0.09 -3.33
C 5.18 -0.57 -2.18
C 3.52 0.12 0.39
C 3.72 2.20 -1.77
C -1.97 -1.02 -0.40
Si -3.52 0.00 -0.47
H -1.71 -1.48 0.57
H -1.91 -1.82 -1.17
C -4.81 -0.84 -1.57
C -3.29 1.70 -1.25
C -4.19 0.26 1.24
H 3.10 2.52 -2.62
H 4.73 2.57 -1.94
H 3.33 2.71 -0.87
H 5.10 -1.66 -2.00
H 6.13 -0.26 -1.72
H 5.31 -0.43 -3.26
H 2.97 -0.80 0.60
H 2.98 0.96 0.82
H 4.52 0.06 0.82
H -3.80 1.71 -2.22
H -2.28 2.09 -1.41
H -3.81 2.41 -0.60
H -5.06 0.92 1.23
H -3.45 0.74 1.88
H -4.52 -0.65 1.73
H -5.81 -0.40 -1.43
H -4.93 -1.91 -1.38
H -4.59 -0.73 -2.64
S -0.62 2.08 1.27
C 0.05 0.87 2.26
C 0.25 1.16 3.64
C 0.78 0.18 4.47
C 1.08 -1.08 3.94
C 0.88 -1.30 2.58
N 0.40 -0.34 1.74
H -0.02 2.16 3.96
H 0.95 0.40 5.52
H 1.49 -1.88 4.55
H 1.11 -2.26 2.13



[2]
Here is a 3-piece molecular cluster, C21H48BN4O6 overall from OMol25. Energies are from ωB97M-V with the def2-TZVPD basis set.

Calculated values
total charge	+1

Geometry (Å):
C -3.63 -0.96 -2.52
C -4.07 -2.31 -3.16
C -5.26 -2.98 -2.40
C -6.48 -3.16 -3.36
C -7.59 -3.94 -2.60
C -6.91 -1.76 -3.76
N -6.80 -1.12 -4.90
C -7.31 0.17 -4.73
C -7.72 0.27 -3.46
B -8.37 1.47 -2.63
O -8.04 2.78 -2.84
O -9.27 1.14 -1.64
C -8.52 0.86 -0.44
N -7.47 -0.97 -2.85
H -4.14 -0.10 -2.98
H -3.81 -0.92 -1.44
H -2.57 -0.84 -2.76
H -4.32 -2.10 -4.21
H -3.21 -2.99 -3.19
H -5.54 -2.25 -1.62
H -4.96 -3.92 -1.95
H -6.22 -3.76 -4.24
H -8.34 -4.36 -3.27
H -8.07 -3.35 -1.81
H -7.08 -4.78 -2.11
H -6.38 -1.49 -5.74
H -7.36 0.97 -5.46
H -7.08 2.84 -2.95
H -8.82 -0.10 0.00
H -7.45 0.77 -0.71
H -8.59 1.68 0.28
H -7.62 -1.27 -1.91
C -1.65 1.40 -0.64
O -0.93 0.20 -0.85
C 0.27 0.39 -1.61
C 1.50 0.17 -0.75
N 1.66 1.24 0.23
C 2.67 0.97 1.26
C 2.42 -0.21 2.21
O 1.32 -0.02 3.08
C 0.06 -0.37 2.56
H -2.61 1.14 -0.20
H -1.12 2.06 0.05
H -1.83 1.92 -1.59
H 0.29 1.36 -2.09
H 0.27 -0.37 -2.39
H 2.38 0.13 -1.39
H 1.39 -0.81 -0.26
H 0.77 1.40 0.69
H 2.74 1.87 1.87
H 3.64 0.83 0.77
H 3.30 -0.28 2.85
H 2.35 -1.17 1.68
H 0.13 -1.20 1.84
H -0.42 0.49 2.09
H -0.57 -0.69 3.39
C 9.79 1.28 0.95
O 9.95 0.82 2.28
C 10.00 1.86 3.25
C 8.77 1.84 4.13
N 7.58 2.25 3.39
C 6.32 2.00 4.09
C 5.95 0.55 4.40
O 5.66 -0.23 3.25
C 6.78 -0.80 2.61
H 9.93 0.43 0.28
H 8.79 1.68 0.79
H 10.54 2.04 0.70
H 10.15 2.84 2.78
H 10.88 1.66 3.88
H 8.92 2.52 4.97
H 8.67 0.82 4.52
H 7.56 1.75 2.51
H 5.53 2.43 3.47
H 6.33 2.57 5.03
H 5.02 0.58 4.98
H 6.69 0.05 5.03
H 7.58 -1.04 3.32
H 7.16 -0.15 1.83
H 6.46 -1.73 2.13



[3]
Here is a 4-piece molecular cluster, C21H48F5N5O4S overall from OMol25. Energies are from ωB97M-V with the def2-TZVPD basis set.

Calculated values
SMILES string	NNC(=O)OS(=O)(=O)C(F)(F)C(F)(F)F.CCN(CC)CC.CCN(CC)CC.CCN(CC)CC

Geometry (Å):
N -0.77 3.59 1.30
N -1.03 2.50 2.14
C -1.16 1.29 1.20
O -1.22 0.09 1.78
O -1.27 1.58 -0.24
S -0.39 0.50 -1.21
O -0.81 -1.01 -1.02
O -0.80 0.83 -2.70
C 1.47 0.68 -1.13
F 2.07 -0.60 -0.67
F 1.97 0.86 -2.55
C 2.02 1.98 -0.30
F 3.49 2.11 -0.62
F 1.39 3.25 -0.77
F 1.96 1.81 1.19
H -1.56 4.27 1.28
H 0.15 4.04 1.50
H -1.93 2.64 2.67
C 2.98 -6.24 -5.19
C 2.45 -4.81 -5.11
N 1.85 -4.48 -3.82
C 1.09 -3.23 -3.83
C 1.86 -1.94 -4.10
C 2.70 -4.68 -2.64
C 4.03 -3.94 -2.58
H 2.20 -6.97 -4.93
H 3.31 -6.46 -6.22
H 3.84 -6.40 -4.53
H 1.69 -4.71 -5.89
H 3.26 -4.12 -5.37
H 0.54 -3.12 -2.89
H 0.31 -3.32 -4.60
H 2.45 -1.63 -3.23
H 1.15 -1.12 -4.30
H 2.52 -2.01 -4.97
H 2.90 -5.75 -2.54
H 2.12 -4.43 -1.73
H 4.58 -4.01 -3.52
H 4.66 -4.38 -1.80
H 3.90 -2.89 -2.33
C 0.28 6.41 5.26
C 1.38 5.34 5.30
N 2.42 5.54 4.29
C 3.30 4.38 4.13
C 4.16 3.97 5.32
C 3.11 6.84 4.31
C 3.80 7.26 5.60
H -0.16 6.49 4.26
H -0.52 6.14 5.96
H 0.66 7.39 5.56
H 0.89 4.38 5.11
H 1.79 5.29 6.31
H 3.95 4.53 3.26
H 2.68 3.52 3.86
H 5.00 4.66 5.47
H 4.59 2.98 5.14
H 3.59 3.91 6.25
H 2.37 7.61 4.05
H 3.83 6.88 3.49
H 3.18 7.09 6.48
H 4.02 8.33 5.56
H 4.75 6.74 5.74
C -7.26 -4.65 -0.92
C -5.98 -3.98 -0.43
N -5.05 -3.63 -1.51
C -3.72 -3.26 -1.03
C -3.60 -2.00 -0.17
C -5.59 -2.78 -2.58
C -6.17 -1.42 -2.18
H -7.04 -5.53 -1.53
H -7.85 -4.99 -0.06
H -7.89 -3.97 -1.49
H -5.48 -4.69 0.24
H -6.24 -3.10 0.17
H -3.04 -3.16 -1.89
H -3.32 -4.10 -0.45
H -3.70 -1.09 -0.77
H -2.60 -1.97 0.29
H -4.33 -1.98 0.64
H -6.37 -3.34 -3.10
H -4.82 -2.62 -3.34
H -6.83 -1.49 -1.32
H -6.76 -1.03 -3.01
H -5.39 -0.69 -1.98



[4]
Here is a 4-piece molecular cluster, C21H48N4O4 overall from OMol25. Energies are from ωB97M-V with the def2-TZVPD basis set.

Calculated values
total charge	+2

Geometry (Å):
C 10.94 -6.81 18.34
C 10.83 -5.36 17.70
O 11.08 -5.13 16.56
N 10.20 -4.31 18.39
H 8.52 -4.90 17.90
H 10.03 -4.40 19.37
C 10.64 -2.90 18.22
H 11.31 -7.47 17.54
H 9.97 -7.16 18.84
H 11.60 -6.79 19.23
H 10.13 -2.34 19.09
H 10.23 -2.57 17.22
H 11.77 -2.85 18.23
C 3.49 -1.07 17.51
C 3.72 -0.57 16.08
C 4.73 0.55 15.76
C 6.27 0.39 16.01
N 7.13 0.03 14.84
C 6.71 -1.29 14.22
C 8.04 -1.94 13.69
C 9.18 -1.19 14.31
C 8.54 -0.32 15.35
C 7.21 1.01 13.75
H 4.39 -1.58 17.95
H 2.61 -1.83 17.55
H 3.16 -0.22 18.12
H 2.79 -0.21 15.76
H 3.91 -1.38 15.38
H 4.43 1.37 16.39
H 4.57 0.91 14.72
H 6.38 -0.37 16.82
H 6.63 1.37 16.30
H 5.96 -1.03 13.49
H 6.20 -1.86 14.98
H 8.07 -1.99 12.64
H 8.09 -2.94 14.05
H 9.76 -0.57 13.62
H 9.93 -1.75 14.86
H 9.02 0.61 15.55
H 8.31 -0.93 16.27
H 6.36 1.07 13.12
H 8.08 0.69 13.12
H 7.53 1.97 14.13
C 3.67 -4.86 20.08
C 3.81 -6.34 19.96
C 3.52 -6.66 18.43
C 3.90 -8.04 18.18
N 3.39 -8.66 16.86
C 1.82 -8.71 16.85
C 1.57 -9.89 15.87
C 2.51 -11.00 16.36
C 3.77 -10.13 16.71
C 4.03 -7.94 15.75
H 2.68 -4.51 19.79
H 4.46 -4.40 19.53
H 3.77 -4.63 21.14
H 3.00 -6.94 20.51
H 4.82 -6.72 20.29
H 4.02 -6.01 17.76
H 2.42 -6.63 18.30
H 3.41 -8.65 18.94
H 4.99 -8.12 18.07
H 1.45 -7.70 16.62
H 1.50 -9.11 17.86
H 1.73 -9.56 14.83
H 0.50 -10.15 15.93
H 2.70 -11.75 15.62
H 2.07 -11.47 17.31
H 4.47 -10.27 15.89
H 4.37 -10.39 17.61
H 5.15 -7.94 15.89
H 3.67 -6.91 15.78
H 3.70 -8.31 14.76
N 7.03 -4.26 16.85
O 6.10 -4.65 16.23
O 7.63 -3.17 16.67
O 7.49 -5.07 17.79



[5]
Here is C21H50BF4N3O as an isolated structure from OMol25. Energies are from ωB97M-V with the def2-TZVPD basis set.

Calculated values
total charge	+2

Geometry (Å):
C 3.87 -0.91 -0.61
C 3.17 -1.90 0.44
C 1.68 -1.65 0.62
N 0.88 -2.81 1.41
C 0.69 -4.04 0.51
C 1.50 -3.20 2.78
C 1.15 -2.00 3.59
C -0.16 -1.41 3.12
C -0.44 -2.20 1.83
H 4.09 0.10 -0.26
H 3.17 -0.80 -1.43
H 4.79 -1.46 -0.83
H 3.60 -1.59 1.40
H 3.35 -2.95 0.21
H 1.21 -1.60 -0.37
H 1.55 -0.67 1.07
H 0.14 -4.73 1.15
H 1.74 -4.29 0.34
H 0.24 -3.66 -0.40
H 0.96 -4.04 3.22
H 2.55 -3.47 2.70
H 1.25 -2.14 4.67
H 1.88 -1.29 3.20
H -0.93 -1.51 3.89
H -0.09 -0.34 2.95
H -1.16 -2.96 2.14
H -0.88 -1.67 0.99
C -2.39 0.21 -2.35
C -3.29 0.85 -1.37
C -2.71 2.03 -0.54
N -3.13 2.04 0.93
C -4.60 2.22 1.07
C -2.40 3.26 1.60
C -2.19 2.86 3.05
C -1.83 1.44 2.95
C -2.59 0.83 1.73
H -1.45 -0.06 -1.86
H -2.23 0.89 -3.18
H -2.81 -0.69 -2.80
H -3.49 0.04 -0.67
H -4.30 0.95 -1.75
H -3.14 2.96 -0.91
H -1.62 2.04 -0.56
H -4.74 2.35 2.15
H -5.09 1.31 0.74
H -4.97 3.00 0.40
H -2.99 4.17 1.48
H -1.43 3.36 1.12
H -3.04 3.00 3.71
H -1.38 3.35 3.60
H -2.10 0.89 3.85
H -0.77 1.23 2.87
H -3.42 0.17 1.99
H -1.80 0.44 1.08
C 0.47 1.15 -4.01
N 1.35 1.04 -2.71
C 2.72 1.78 -2.89
C 0.50 1.83 -1.68
C 1.48 -0.45 -2.28
C 2.55 -1.20 -3.09
O 3.81 -1.09 -2.52
H 0.43 2.20 -4.30
H -0.51 0.72 -3.83
H 0.97 0.59 -4.81
H 2.42 2.76 -3.25
H 3.38 1.19 -3.52
H 3.16 1.84 -1.89
H 0.51 2.89 -1.94
H 0.99 1.72 -0.72
H -0.52 1.43 -1.67
H 0.51 -0.95 -2.32
H 1.82 -0.46 -1.25
H 2.57 -0.96 -4.15
H 2.27 -2.25 -2.95
H 4.24 -1.94 -2.59
B 0.20 0.43 0.33
F -0.26 -0.09 1.49
F -0.44 1.62 0.08
F 1.51 0.69 0.43
F -0.02 -0.43 -0.66



[6]
Here is a 4-piece molecular cluster, C21H52BBrClN4O4 overall from OMol25. Energies are from ωB97M-V with the def2-TZVPD basis set.

Calculated values
total charge	-1

Geometry (Å):
C 0.00 -2.28 4.84
C 0.56 -1.97 3.46
C 0.52 -0.48 3.10
Br 2.35 0.28 3.20
B -0.19 -0.11 1.69
Cl 0.58 -1.16 0.28
C -1.79 -0.41 1.87
C -2.62 -0.46 0.59
N -3.89 -1.22 0.75
C -4.83 -0.65 1.73
C -5.01 0.85 1.60
C -3.78 -2.59 0.65
C -4.94 -3.42 1.17
O -2.83 -3.12 0.11
H 0.27 -3.29 5.17
H 0.38 -1.57 5.58
H -1.09 -2.21 4.85
H 1.58 -2.35 3.39
H 0.00 -2.51 2.69
H 0.01 0.06 3.89
H -0.01 1.06 1.40
H -1.97 -1.33 2.44
H -2.14 0.41 2.51
H -2.06 -0.90 -0.23
H -2.92 0.54 0.29
H -4.51 -0.90 2.75
H -5.80 -1.12 1.57
H -5.33 1.11 0.59
H -5.78 1.18 2.30
H -4.10 1.40 1.83
H -4.91 -3.47 2.26
H -5.91 -3.03 0.89
H -4.81 -4.43 0.77
C -4.66 -3.62 -4.16
C -4.77 -2.95 -2.80
C -6.20 -2.61 -2.38
O -6.79 -1.51 -3.06
C -7.39 -1.81 -4.30
N -3.86 -1.81 -2.74
H -4.80 -2.89 -4.97
H -3.67 -4.05 -4.28
H -5.41 -4.41 -4.28
H -4.41 -3.66 -2.05
H -6.19 -2.33 -1.33
H -6.85 -3.49 -2.49
H -7.88 -2.78 -4.27
H -6.67 -1.81 -5.12
H -8.13 -1.04 -4.49
H -3.78 -1.48 -1.79
H -4.24 -1.05 -3.29
C 5.08 -1.86 -1.53
C 4.20 -1.33 -0.40
C 4.30 0.19 -0.18
O 5.51 0.62 0.42
C 6.59 0.80 -0.46
N 4.46 -2.08 0.82
H 6.13 -1.89 -1.24
H 4.78 -2.88 -1.78
H 4.99 -1.24 -2.43
H 3.16 -1.51 -0.66
H 3.50 0.47 0.51
H 4.15 0.73 -1.13
H 6.26 1.19 -1.43
H 7.15 -0.12 -0.64
H 7.27 1.53 -0.01
H 3.75 -1.85 1.51
H 5.34 -1.75 1.22
C 3.99 4.18 0.17
C 5.09 4.47 -0.85
C 6.11 5.51 -0.39
O 5.65 6.85 -0.40
C 4.95 7.25 0.76
N 4.48 4.81 -2.14
H 3.26 4.98 0.21
H 3.46 3.26 -0.10
H 4.41 4.04 1.17
H 5.65 3.54 -1.00
H 6.96 5.49 -1.07
H 6.48 5.25 0.62
H 5.39 6.81 1.66
H 3.89 6.99 0.73
H 5.04 8.34 0.83
H 5.20 4.88 -2.85
H 4.07 5.73 -2.07



Calculated orbital gap (eV), listed in the same order as above: 5.15, 6.96, 6.08, 9.78, 8.62, 8.07